# 1
DFT (ωB97M-V/def2-TZVPD) results for a molecular structure, BaH13O8 at a distorted geometry.

Positions of all 22 atoms, in Å:
Ba  -0.675  -0.850  0.119
O  1.170  1.133  -0.735
H  1.664  0.787  0.036
O  -1.491  1.682  -0.652
H  -1.713  2.562  -0.990
O  1.824  0.172  1.542
H  2.044  0.483  2.387
O  -0.111  -1.705  -2.368
H  1.686  0.989  -1.546
H  0.085  -1.062  -3.104
O  1.757  -2.041  0.434
H  2.496  -2.164  -0.226
H  2.065  -0.964  1.203
O  -1.375  -0.648  2.306
H  -2.065  -0.292  2.841
H  -1.127  -1.931  -2.343
O  -0.287  2.165  2.279
H  0.645  2.086  2.038
H  -0.557  1.310  1.930
O  -2.556  -2.186  -2.112
H  -0.545  1.821  -0.822
H  -2.937  -1.348  -2.215

Results
- gap between HOMO and LUMO (eV) = 7.431
- highest occupied orbital energy (eV) = -5.056
- total charge = -1


# 2
DFT (ωB97M-V/def2-TZVPD) results for C5H7N in the gas phase.

Positions of all 13 atoms, in Å:
C  -1.737  -1.068  0.804
C  -1.109  -0.061  -0.103
N  -0.282  0.778  0.361
C  0.650  1.357  -0.597
C  1.877  0.569  -0.394
C  2.765  -0.191  -0.103
H  -1.288  -0.955  1.793
H  -2.826  -1.020  0.869
H  -1.465  -2.055  0.408
H  -1.276  -0.175  -1.188
H  0.830  2.413  -0.375
H  0.312  1.271  -1.644
H  3.549  -0.862  0.169

Results
- gap between HOMO and LUMO (eV) = 10.985
- highest occupied orbital energy (eV) = -9.808
- total charge = 0
- SMILES = C#CC/N=C/C


# 3
DFT (ωB97M-V/def2-TZVPD) results for C19H17N3O2S2 in the gas phase.

Positions of all 43 atoms, in Å:
C  3.626  1.793  -2.178
H  4.469  2.122  -2.784
O  4.138  1.622  -0.876
C  3.273  1.325  0.125
C  1.925  1.042  -0.060
C  1.131  0.768  1.044
C  1.652  0.766  2.327
C  3.003  1.023  2.499
C  3.808  1.300  1.415
H  4.858  1.513  1.537
H  3.424  1.016  3.493
H  1.013  0.567  3.173
N  -0.250  0.489  0.840
C  -0.796  -0.672  1.280
N  -2.040  -0.995  1.164
C  -2.846  -0.135  0.523
C  -2.391  1.045  0.006
C  -1.017  1.448  0.130
O  -0.511  2.465  -0.292
S  -3.600  1.985  -0.825
C  -4.936  0.858  -0.226
H  -5.631  0.705  -1.048
C  -4.288  -0.437  0.260
H  -4.775  -0.816  1.158
H  -4.338  -1.218  -0.503
H  -5.446  1.383  0.581
S  0.271  -1.917  1.955
C  -0.074  -3.154  0.637
C  0.352  -2.538  -0.654
N  -0.602  -1.937  -1.356
C  -0.268  -1.295  -2.461
C  1.033  -1.217  -2.932
C  2.031  -1.847  -2.203
C  1.690  -2.514  -1.040
H  2.438  -3.000  -0.434
H  3.060  -1.817  -2.532
H  1.255  -0.679  -3.841
H  -1.087  -0.818  -2.985
H  -1.141  -3.360  0.651
H  0.511  -4.033  0.901
H  1.476  1.040  -1.039
H  3.235  0.854  -2.580
H  2.840  2.553  -2.200

Results
- gap between HOMO and LUMO (eV) = 8.011
- highest occupied orbital energy (eV) = -7.696
- total charge = 0
- SMILES = COc1cccc(-n2c(SCc3ccccn3)nc3c(c2=O)SCC3)c1


# 4
DFT (ωB97M-V/def2-TZVPD) results for a molecular structure, C32H38BaFN6O5S5 at a distorted geometry.

Positions of all 88 atoms, in Å:
Ba  -0.688  0.566  -0.917
C  2.215  -1.753  1.244
C  1.767  -2.879  0.315
S  0.680  -2.442  -1.088
C  1.775  -2.583  -2.547
C  1.810  -1.373  -3.475
S  2.196  0.255  -2.781
C  3.855  0.062  -2.032
C  3.949  -0.711  -0.722
S  2.680  -0.174  0.485
H  3.048  -2.116  1.849
H  1.412  -1.461  1.921
H  1.194  -3.596  0.902
H  2.613  -3.425  -0.101
H  1.405  -3.434  -3.120
H  2.773  -2.840  -2.201
H  0.825  -1.215  -3.921
H  2.511  -1.579  -4.287
H  4.170  1.094  -1.878
H  4.521  -0.374  -2.778
H  4.939  -0.557  -0.291
H  3.827  -1.779  -0.875
F  -2.514  7.242  0.086
C  -2.145  6.448  1.120
C  -1.558  5.243  0.842
C  -1.231  4.355  1.861
C  -0.654  3.040  1.511
O  -0.310  2.832  0.342
C  -0.573  2.136  2.629
C  -0.832  2.577  3.883
N  -1.233  3.835  4.208
C  -1.501  4.157  5.586
C  -0.648  5.184  6.277
C  -0.513  3.733  6.625
C  -1.512  4.722  3.190
C  -2.073  5.975  3.450
C  -2.404  6.855  2.430
N  -2.983  8.105  2.778
C  -4.208  8.140  3.553
C  -4.023  9.216  4.639
N  -3.065  10.239  4.100
C  -3.310  10.499  2.647
C  -2.891  9.239  1.867
C  -0.259  0.631  2.532
O  -0.018  0.050  3.589
O  -0.318  0.126  1.376
H  -1.384  4.949  -0.185
H  -0.711  1.870  4.693
H  -2.554  4.113  5.846
H  -1.123  5.847  6.987
H  0.149  5.627  5.696
H  -0.906  3.383  7.568
H  0.377  3.217  6.292
H  -2.242  6.279  4.474
H  -4.389  7.174  4.015
H  -5.079  8.371  2.927
H  -3.578  8.793  5.537
H  -4.955  9.716  4.897
H  -2.120  9.858  4.186
H  -3.117  11.100  4.644
H  -2.747  11.374  2.331
H  -4.371  10.711  2.534
H  -1.860  9.324  1.524
H  -3.528  9.153  0.984
N  -7.355  -1.238  -6.248
C  -6.295  -0.761  -5.508
C  -5.982  -1.337  -4.269
C  -4.892  -0.889  -3.552
C  -4.102  0.136  -4.058
C  -4.398  0.721  -5.277
C  -5.489  0.275  -5.996
S  -2.704  0.610  -3.065
O  -2.200  1.894  -3.501
O  -1.716  -0.456  -3.120
N  -3.146  0.651  -1.560
C  -3.790  1.728  -1.033
S  -5.006  2.647  -1.932
C  -5.284  3.602  -0.511
C  -4.460  3.184  0.470
N  -3.614  2.134  0.205
H  -8.049  -1.774  -5.757
H  -7.714  -0.651  -6.981
H  -6.601  -2.136  -3.881
H  -4.651  -1.323  -2.590
H  -3.779  1.527  -5.645
H  -5.727  0.726  -6.952
H  -6.016  4.390  -0.495
H  -4.434  3.607  1.466

Results
- gap between HOMO and LUMO (eV) = 6.190
- highest occupied orbital energy (eV) = -9.349
- total charge = +1


Question: The lowest highest occupied orbital energy belongs to which entry?
Answer: C5H7N


Question: Which formula does entry 4 have?
Answer: C32H38BaFN6O5S5


Question: Which of these has the highest highest occupied orbital energy?
Answer: BaH13O8


Question: Which of these has the highest total charge?
Answer: C32H38BaFN6O5S5